A.
15
Properties=species:S:1:pos:R:3 method="wB97M-V/def2-TZVPD" e_lumo_ev=0.919 homo_lumo_gap_ha=0.4479 smiles=CC(C)CC#N multiplicity=1
C -0.3820 1.5454 -0.3141
C -0.4155 0.1630 0.3406
C -0.7097 -0.9544 -0.6808
C 0.9148 -0.0940 1.1172
C 1.8404 -0.7037 0.1589
N 2.1756 -1.3021 -0.7732
H -0.2232 2.3354 0.4306
H -1.3293 1.7560 -0.8218
H 0.4217 1.6059 -1.0569
H -1.2009 0.1780 1.1095
H -1.4352 -0.6123 -1.4214
H -1.0987 -1.8489 -0.1791
H 0.1848 -1.2572 -1.2560
H 0.7714 -0.8079 1.9378
H 1.3035 0.8374 1.5465

B.
15
Properties=species:S:1:pos:R:3 method="wB97M-V/def2-TZVPD" e_lumo_ev=1.056 homo_lumo_gap_ha=0.3731 smiles="C[C@H]1C=N[C@@H]1C" multiplicity=1
C 1.9477 0.3227 -0.2542
C 0.5606 0.3187 0.3262
C -0.4531 1.6794 0.0639
N -1.3450 0.9789 -0.5343
C -0.7629 -0.3177 -0.3861
C -1.4756 -1.4165 0.3588
H 2.2536 1.4193 -0.2705
H 1.8679 -0.0285 -1.3185
H 2.6825 -0.2060 0.3714
H 0.4610 0.0498 1.2892
H -0.3045 2.7771 0.0929
H -0.4400 -0.6293 -1.3099
H -2.3830 -1.5106 -0.2260
H -1.7224 -1.0984 1.4361
H -0.8867 -2.3389 0.3609

Result of the stability comparison: B is the least stable of them.

A.
47
Properties=species:S:1:pos:R:3 method="wB97M-V/def2-TZVPD" e_lumo_ev=-0.066 homo_lumo_gap_ha=0.3537 smiles="CC(C)(C)OC(=O)N1C[C@@H]2C[C@H]1[C@@H]1C(=O)N(c3ccc(C#N)cc3)C(=O)N21" multiplicity=1
C 0.1809 3.0357 3.2039
C -1.0262 2.8493 2.4171
C -2.3480 2.9380 3.2258
C -0.9750 3.8275 1.2898
O -0.8099 1.6691 1.7010
C -1.7316 0.9184 0.9770
O -2.8391 1.3109 0.6756
N -1.3756 -0.3421 0.6780
C -2.1151 -1.1086 -0.3148
C -1.9783 -2.5048 0.1995
C -1.9256 -2.2942 1.7579
C -0.7997 -1.2384 1.7084
C 0.2023 -2.2304 0.9957
C 1.1791 -1.5782 0.1017
O 1.8492 -0.6461 0.4521
N 1.1459 -2.0947 -1.1442
C 1.8849 -1.5911 -2.2790
C 1.9134 -0.2145 -2.6401
C 2.7502 0.3602 -3.5908
C 3.4807 -0.4701 -4.4238
C 4.4457 0.0742 -5.2917
N 5.3595 0.4583 -5.9056
C 3.3426 -1.8486 -4.2277
C 2.6264 -2.3802 -3.1147
C 0.0707 -2.9635 -1.2202
O -0.4853 -3.3058 -2.2018
N -0.6076 -2.9778 0.0335
H 1.0203 3.0874 2.5803
H 0.2627 2.2735 3.9319
H -0.0090 3.9507 3.7243
H -3.2342 3.1690 2.6298
H -2.1892 3.7106 3.9965
H -2.5422 1.9306 3.6635
H -0.9268 4.8848 1.7033
H -1.8333 3.6189 0.6320
H -0.0376 3.6222 0.7356
H -3.0868 -0.6951 -0.4143
H -1.6508 -1.0555 -1.3563
H -2.7352 -3.1419 -0.1953
H -2.8006 -1.8322 2.2160
H -1.9024 -3.2647 2.3433
H -0.5451 -0.8646 2.6436
H 0.5457 -2.9330 1.7859
H 1.1413 0.3497 -2.1011
H 2.6685 1.4584 -3.6813
H 3.9256 -2.4732 -4.9022
H 2.5144 -3.4478 -2.9981

B.
47
Properties=species:S:1:pos:R:3 method="wB97M-V/def2-TZVPD" e_lumo_ev=-0.094 homo_lumo_gap_ha=0.2815 smiles="Cn1nc(OC[C@@H]2COCCO2)c2ccc(NC(=O)c3ccccn3)cc21" multiplicity=1
C 3.2329 0.7284 2.0583
N 1.9115 0.9203 1.4599
N 1.4420 2.2027 1.1952
C 0.1706 2.0173 0.8399
O -0.7479 3.0129 0.5394
C -0.2251 4.2975 0.1860
C -0.0474 4.3974 -1.3271
C 0.9246 5.5000 -1.7410
O 0.2915 6.8074 -1.6519
C -0.9460 6.9055 -2.3619
C -1.9545 5.8386 -1.8917
O -1.3228 4.5514 -2.0551
C -0.1558 0.6240 0.8595
C -1.3212 -0.0416 0.5127
C -1.3161 -1.4550 0.4999
C -0.1647 -2.1906 0.8514
N -0.2525 -3.5685 0.9196
C 0.5476 -4.5240 0.3363
O 1.6397 -4.2480 -0.1408
C -0.1204 -5.8609 0.2832
C 0.5504 -6.9733 -0.2761
C -0.0346 -8.2458 -0.2517
C -1.3184 -8.3497 0.2970
C -1.9501 -7.2355 0.8659
N -1.3719 -6.0166 0.8371
C 1.0051 -1.4909 1.2319
C 0.9774 -0.0911 1.1807
H 3.3154 1.1310 3.0571
H 3.5316 -0.3261 2.0712
H 3.9917 1.1813 1.4459
H 0.7676 4.4655 0.6653
H -0.8488 5.0698 0.5655
H 0.3803 3.4486 -1.6321
H 1.2182 5.3277 -2.7941
H 1.8355 5.4048 -1.1472
H -1.3804 7.9106 -2.1531
H -0.7350 6.8279 -3.4327
H -2.8594 5.9379 -2.4878
H -2.2344 5.9805 -0.8465
H -2.1961 0.5589 0.2387
H -2.2475 -1.9245 0.1979
H -1.1728 -3.9425 1.1177
H 1.5419 -6.7946 -0.7072
H 0.4878 -9.1061 -0.6613
H -1.7970 -9.2986 0.3690
H -2.9448 -7.3426 1.2924
H 1.9023 -2.0215 1.5845

Result of the stability comparison: B is the least stable of them.